(1)
Entry from OMol25: a structure of composition C36H45BCoN10O7S4 in a non-equilibrium geometry (ωB97M-V with the def2-TZVPD basis set).

Geometry (Å):
Co: -0.052 -0.075 0.348
C: -2.721 2.061 -0.376
C: -1.962 2.165 0.895
C: -2.160 3.088 1.928
C: -1.189 2.805 2.868
C: -0.950 3.480 4.176
N: -0.465 1.770 2.404
N: -0.936 1.384 1.209
B: 0.729 1.047 3.047
N: 1.861 1.057 2.012
N: 1.574 0.935 0.710
C: 2.664 1.252 0.020
C: 2.656 1.437 -1.454
C: 3.705 1.526 0.914
C: 3.156 1.369 2.172
C: 3.796 1.456 3.511
N: 0.338 -0.400 3.284
N: -0.221 -1.136 2.298
C: -0.265 -2.393 2.666
C: -0.793 -3.525 1.872
C: 0.441 -2.613 3.981
C: 0.713 -1.183 4.307
C: 1.835 -1.631 6.305
H: -3.237 2.998 -0.572
H: -3.454 1.259 -0.319
H: -2.039 1.846 -1.197
H: -2.910 3.854 1.978
H: -1.695 4.259 4.333
H: 0.040 3.932 4.210
H: -1.016 2.757 4.988
H: 1.048 1.558 4.065
H: 1.760 0.994 -1.883
H: 3.539 1.000 -1.912
H: 2.651 2.506 -1.680
H: 4.722 1.776 0.680
H: 4.872 1.570 3.402
H: 3.593 0.540 4.064
H: 3.397 2.301 4.073
H: -0.675 -3.334 0.812
H: -1.852 -3.702 2.081
H: -0.227 -4.418 2.133
H: -0.189 -3.133 4.734
H: 2.273 -2.495 5.796
H: 0.999 -1.965 6.933
H: 2.591 -1.143 6.920
O: -3.973 -1.899 0.429
C: -3.772 -2.804 -0.546
C: -4.754 -3.756 -0.810
C: -4.542 -4.734 -1.762
C: -3.343 -4.794 -2.457
C: -2.360 -3.861 -2.207
C: -2.562 -2.856 -1.264
C: -1.472 -1.939 -0.925
O: -1.704 -0.872 -0.223
N: -0.261 -2.293 -1.254
N: 0.711 -1.540 -0.658
C: 1.890 -1.898 -1.062
S: 1.991 -2.928 -2.517
C: 3.457 -1.988 -3.079
C: 4.386 -1.822 -1.900
S: 3.415 -1.685 -0.291
H: -3.171 -1.310 0.429
H: -5.681 -3.705 -0.256
H: -5.319 -5.463 -1.957
H: -3.178 -5.576 -3.187
H: -1.410 -3.899 -2.715
H: 3.091 -1.023 -3.437
H: 3.914 -2.535 -3.904
H: 4.995 -0.922 -1.987
H: 5.036 -2.689 -1.781
C: -0.528 -3.931 -5.613
C: -0.373 -2.486 -5.167
C: -1.633 -1.672 -5.474
N: -1.494 -0.289 -5.062
C: -1.699 0.082 -3.750
S: -0.506 0.985 -2.988
N: -2.865 -0.177 -3.117
C: -4.113 -0.654 -3.528
O: -4.853 -1.123 -2.648
C: -4.514 -0.547 -4.913
C: -4.046 0.432 -5.813
C: -4.490 0.442 -7.115
C: -5.409 -0.500 -7.571
C: -5.939 -1.423 -6.666
C: -5.511 -1.437 -5.365
H: 0.374 -4.491 -5.377
H: -0.711 -3.982 -6.686
H: -1.368 -4.394 -5.101
H: 0.483 -2.032 -5.677
H: -0.173 -2.447 -4.094
H: -2.493 -2.104 -4.960
H: -1.835 -1.679 -6.554
H: -0.627 0.118 -5.399
H: -2.798 -0.118 -2.103
H: -3.373 1.201 -5.468
H: -4.119 1.200 -7.795
H: -5.723 -0.501 -8.608
H: -6.687 -2.137 -6.993
H: -5.912 -2.138 -4.647
O: 1.389 -0.663 5.382
S: 2.897 -2.261 3.173
O: 1.608 -3.383 3.854
O: 2.423 -1.912 1.814
O: 4.055 -3.155 3.174

Computed properties:
**Multiplicity**: 4
**ΔE to the lowest compared entry with this formula, charge and spin**: 7.561 eV
**Total charge**: -2
**DFT total energy**: -148941.3650 eV
**<S²>**: 3.81
**HOMO level (spin up / spin down)**: 0.743 / -1.020 eV

Mulliken population analysis, charges in e, atoms 1 to 4:
1. Co -1.067
2. C -1.088
3. C 0.866
4. C -1.874


(2)
Entry from OMol25: a cluster of 2 separate species, C6H14N2O2 in total in a non-equilibrium geometry (ωB97M-V with the def2-TZVPD basis set).

Geometry (Å):
C: 0.059 1.267 -3.411
C: 0.134 2.629 0.126
C: -0.016 1.271 -1.903
O: -0.430 0.294 -1.305
N: 0.243 2.469 -1.315
H: 0.693 0.394 -3.643
H: 0.706 3.288 -1.706
H: 0.343 3.650 0.430
H: -0.901 0.938 -3.820
H: 0.403 2.194 -3.816
H: -0.895 2.256 0.453
H: 0.938 2.070 0.629
C: 1.584 -0.701 1.998
C: -1.651 -2.075 0.745
C: -0.390 -1.981 1.565
O: -0.238 -2.550 2.621
N: 0.563 -1.143 1.024
H: 0.403 -0.553 0.223
H: 2.171 0.073 1.560
H: -2.214 -1.165 0.985
H: 1.184 -0.644 3.040
H: 2.279 -1.570 2.122
H: -1.654 -1.983 -0.354
H: -2.411 -2.767 1.107

Computed properties:
**Multiplicity**: 1
**ΔE to the lowest compared entry with this formula, charge and spin**: 1.136 eV
**Total charge**: 0
**SMILES**: CNC(C)=O.CNC(C)=O
**DFT total energy**: -13524.4885 eV
**HOMO level**: -8.997 eV

Mulliken population analysis, charges in e, atoms 1 to 4:
1. C -0.962
2. C -0.624
3. C 0.577
4. O -0.689


(3)
Entry from OMol25: a cluster of 2 separate species, CH3ClN2O2 in total in a non-equilibrium geometry (ωB97M-V with the def2-TZVPD basis set).

Geometry (Å):
C: -1.123 0.248 0.219
N: -0.062 0.546 -0.750
N: 1.379 -0.983 -0.163
O: 1.130 -2.067 -0.458
O: 2.238 -0.481 0.448
Cl: 0.831 1.815 -0.261
H: -1.850 1.043 -0.139
H: -1.695 -0.628 -0.100
H: -0.849 0.507 1.204

Computed properties:
**Multiplicity**: 1
**ΔE to the lowest compared entry with this formula, charge and spin**: 4.066 eV
**Total charge**: 0
**DFT total energy**: -20676.8988 eV
**HOMO level (spin up / spin down)**: -9.569 / -9.439 eV

Mulliken population analysis, charges in e, atoms 1 to 4:
1. C -0.719
2. N -0.236
3. N 0.848
4. O -0.470


(4)
Entry from OMol25: a cluster of 2 separate species, H6N2O in total in a non-equilibrium geometry (ωB97M-V with the def2-TZVPD basis set).

Geometry (Å):
H: -0.387 1.107 -1.011
H: -1.430 0.437 -0.168
H: -1.896 1.166 -1.349
H: 1.406 -0.282 -0.821
H: -0.069 -0.781 1.347
H: 1.508 -1.309 1.723
N: -1.262 1.358 -0.605
N: 0.953 -0.615 1.093
O: 1.177 -1.080 -0.209

Computed properties:
**Multiplicity**: 1
**ΔE to the lowest compared entry with this formula, charge and spin**: 1.221 eV
**Total charge**: 0
**SMILES**: NO.N
**DFT total energy**: -5122.7557 eV
**HOMO level**: -9.875 eV

Mulliken population analysis, charges in e, atoms 1 to 4:
1. H 0.211
2. H 0.206
3. H 0.241
4. H 0.326


> Among the records above, which one has the lowest ΔE to the lowest compared entry with this formula, charge and spin?

C6H14N2O2


> What is the DFT total energy in the second record?

-13524.4885 eV